Below is C3H3Cl3Si as an isolated structure, with properties calculated with ωB97M-V with the def2-TZVPD basis set.

Element x y z (Å)
Cl  -1.32  3.18  2.10
Cl  1.61  3.38  0.65
Cl  1.56  2.27  3.90
Si  0.57  2.32  2.07
C  0.35  -0.41  0.83
C  0.33  0.53  -0.24
C  0.35  0.54  1.77
H  0.11  -1.48  0.69
H  1.13  0.84  -0.88
H  -0.64  0.62  -0.68

Its total energy is -48605.099 eV. Its relative energy (zero: lowest compared OMol25 entry of this formula, charge and spin) is 1.832 eV. As for the HOMO-LUMO gap: 9.078 eV.

---

Below is a 3-piece molecular cluster, C3H3Cl9 overall, with properties calculated with ωB97M-V with the def2-TZVPD basis set.

Element x y z (Å)
Cl  1.76  2.12  -3.81
Cl  -1.79  -0.61  0.06
Cl  0.96  -3.18  5.73
Cl  0.42  1.26  -0.80
Cl  0.44  -2.17  2.97
Cl  0.16  -1.61  -1.74
Cl  0.11  4.40  -4.23
Cl  -1.72  -2.52  4.98
Cl  -0.56  1.81  -5.53
C  -0.10  -0.44  -0.38
C  -0.03  -2.13  4.70
C  0.10  2.65  -4.14
H  0.47  -0.84  0.45
H  -0.44  2.37  -3.24
H  0.23  -1.11  4.99

Its total energy is -115860.883 eV. Its relative energy (zero: lowest compared OMol25 entry of this formula, charge and spin) is 0.451 eV. As for the HOMO-LUMO gap: 11.313 eV.

---

Below is C3H3ClF2 as an isolated structure, with properties calculated with ωB97M-V with the def2-TZVPD basis set.

Element x y z (Å)
Cl  -1.99  3.32  0.09
F  -2.38  0.16  0.46
F  1.40  -0.12  0.41
C  -0.89  1.98  -0.11
C  0.17  -0.70  0.25
C  -1.26  0.74  0.08
H  0.13  -1.12  -0.75
H  0.03  2.46  -0.42
H  -0.21  -1.03  1.09

Its total energy is -21113.587 eV. Its relative energy (zero: lowest compared OMol25 entry of this formula, charge and spin) is 2.969 eV. As for the HOMO-LUMO gap: 10.603 eV.

---

Below is a single C3H3ClF2 molecule, with properties calculated with ωB97M-V with the def2-TZVPD basis set.

Element x y z (Å)
Cl  1.36  -0.92  -0.01
F  -1.40  -0.33  1.13
F  -1.52  -0.35  -1.06
C  1.00  1.74  0.02
C  -1.04  0.35  -0.02
C  0.43  0.57  -0.06
H  0.34  2.59  0.00
H  -1.63  1.27  -0.01
H  2.08  1.83  -0.05

Its total energy is -21116.356 eV. Its relative energy (zero: lowest compared OMol25 entry of this formula, charge and spin) is 0.200 eV. As for the HOMO-LUMO gap: 11.247 eV.